{
  "formula": "C4H7NO",
  "method": "ωB97M-V with the def2-TZVPD basis set",
  "gap_ev": 8.94,
  "e_homo_ev": -8.58,
  "e_above_lowest_kj_mol": 483.56,
  "total_charge": 0,
  "symbols": ["C", "C", "N", "C", "C", "O", "H", "H", "H", "H", "H", "H", "H"],
  "xyz": [[0.569423, -0.862019, 1.244740], [0.284845, 0.498970, 0.661929], [1.125725, 0.928580, -0.441003], [-0.287633, 0.707202, -0.709736], [-0.791151, -0.342959, -1.514134], [-2.064028, -0.253209, -1.497177], [0.961676, -1.527647, 0.469398], [-0.338872, -1.306786, 1.666327], [1.315857, -0.791073, 2.044252], [-0.010294, 1.254542, 1.391963], [1.304212, 1.929543, -0.398197], [-1.819082, 0.755630, -0.860812], [-0.310856, -1.108424, -2.127417]],
  "forces_ev_per_angstrom": [[-0.02, -0.03, -0.05], [-0.02, -0.04, 0.31], [0.16, 0.15, -0.01], [0.08, -0.23, -0.19], [0.06, 0.16, 0.09], [0.09, 0.12, 0.12], [-0.06, 0.09, 0.10], [0.12, 0.06, -0.05], [-0.11, 0.01, -0.11], [0.05, -0.10, -0.14], [-0.02, -0.13, -0.02], [-0.30, -0.17, -0.15], [-0.04, 0.11, 0.08]]
}

{
  "formula": "C4H7NO",
  "method": "ωB97M-V with the def2-TZVPD basis set",
  "gap_ev": 8.83,
  "e_homo_ev": -8.10,
  "e_above_lowest_kj_mol": 605.54,
  "total_charge": 0,
  "symbols": ["N", "C", "O", "C", "C", "C", "H", "H", "H", "H", "H", "H", "H"],
  "xyz": [[-2.114580, -0.205181, 0.790009], [-1.240130, -0.118964, -0.102707], [0.077882, -0.319596, 0.228599], [1.079452, -0.004260, -0.681175], [1.075119, 1.103207, -1.406379], [0.818192, -1.098970, 1.719328], [-3.039844, -0.080555, 0.385866], [-1.357194, 0.073342, -1.173134], [1.847447, -0.766370, -0.654236], [1.886151, 1.282184, -2.102400], [0.306626, 1.864533, -1.310763], [-0.130907, -1.582968, 2.020454], [0.791786, -0.146400, 2.286538]],
  "forces_ev_per_angstrom": [[0.25, 0.05, -0.36], [-0.31, 0.00, 0.17], [0.10, -0.06, 0.13], [0.12, 0.20, -0.24], [0.00, -0.12, 0.12], [-0.31, 0.16, 0.08], [0.07, -0.01, 0.04], [-0.01, -0.02, 0.15], [-0.07, 0.12, -0.04], [-0.11, -0.06, 0.10], [0.09, -0.13, -0.02], [0.18, 0.04, -0.05], [0.02, -0.17, -0.07]]
}

{
  "formula": "C4H7NO",
  "method": "ωB97M-V with the def2-TZVPD basis set",
  "gap_ev": [8.23, 8.23],
  "e_homo_ev": [-7.64, -7.64],
  "e_above_lowest_kj_mol": 446.46,
  "total_charge": 0,
  "symbols": ["C", "C", "O", "C", "C", "N", "H", "H", "H", "H", "H", "H", "H"],
  "xyz": [[-0.720451, -1.477661, 0.467032], [-0.401658, 1.134872, -1.431270], [-0.067085, 1.632421, -0.280898], [1.020591, 1.472695, 0.409749], [0.547623, -1.675129, -0.231823], [1.555772, -1.808573, -0.783537], [-0.713894, -0.489657, 0.938469], [-1.550546, -1.538559, -0.239436], [-0.844338, -2.240653, 1.239259], [-1.372504, 1.438079, -1.791374], [0.309305, 0.525867, -1.978141], [1.055701, 2.025804, 1.335373], [1.839397, 0.899284, -0.010258]],
  "forces_ev_per_angstrom": [[-0.03, -0.02, 0.06], [-0.06, -0.33, -0.73], [-0.60, 0.54, 0.40], [0.72, -0.14, 0.27], [0.86, -0.15, -0.48], [-1.00, 0.10, 0.54], [-0.01, -0.16, -0.07], [0.12, 0.00, 0.09], [0.03, 0.09, -0.10], [0.14, -0.03, 0.03], [-0.09, 0.09, 0.05], [0.00, -0.06, -0.13], [-0.10, 0.08, 0.07]]
}

Computed E_tot (eV) in order:
-7794.6326 -7793.3684 -7795.0172